Here is an isolated molecule of C4H4N2O2 from the Open Molecules 2025 dataset. Energies are from ωB97M-V/def2-TZVPD.

The geometry in ORCA input format:
```
! wB97M-V def2-TZVPD RIJCOSX def2/J DEFGRID3
* xyz 0 1
O 0.953 2.503 -0.787
O -1.200 -1.322 -0.661
N 1.270 0.556 0.333
N -0.737 1.149 -1.048
C -0.254 -1.386 0.456
C 0.621 1.409 -0.521
C -1.364 0.009 -1.123
C 0.724 -0.583 0.949
H 1.127 -0.993 1.989
H 2.015 0.765 0.821
H -0.786 -2.193 1.224
H -2.369 0.087 -1.631
*
```

SMILES = O=C1N=COC=CN1
DFT total energy = -414.7208 Eh
F_max = 5.93 eV Å⁻¹
Gap between HOMO and LUMO = 9.75 eV
Energy above the lowest of the compared OMol25 structures with the same formula, charge and spin = 329.1 kJ/mol

These are the Mulliken partial charges, in e, on atoms 1 to 4: number 1, O, carries -0.478; number 2, O, carries -0.326; number 3, N, carries -0.139; number 4, N, carries -0.430